No. 1
{"formula": "C21H34MgN5O2S2", "method": "wB97M-V/def2-TZVPD", "species": ["Mg", "C", "C", "N", "C", "S", "N", "N", "C", "C", "C", "C", "C", "C", "C", "N", "H", "H", "H", "H", "H", "H", "H", "H", "H", "H", "H", "H", "H", "C", "C", "C", "N", "C", "C", "H", "H", "H", "H", "H", "C", "C", "C", "S", "O", "C", "C", "C", "H", "H", "H", "H", "H", "H", "H", "H", "H", "H", "H", "H", "H", "H", "O", "H", "H"], "xyz": [[-1.451142, 0.223876, 0.421650], [-0.155104, 1.927352, -5.491070], [0.719169, 1.349035, -4.385424], [0.406719, 1.939145, -3.093871], [-0.430657, 1.393424, -2.214513], [-0.894897, 2.347863, -0.868468], [-0.885458, 0.159005, -2.490296], [-1.615816, -0.346649, -1.501408], [-2.538672, -1.290965, -1.776940], [-2.734633, -1.841988, -3.135220], [-3.373932, -1.630172, -0.667938], [-4.275372, -2.696399, -0.713693], [-5.111063, -2.939837, 0.377948], [-5.026123, -2.096845, 1.495808], [-4.109549, -1.063843, 1.486025], [-3.286059, -0.835391, 0.444306], [0.079269, 1.459487, -6.449096], [-0.002360, 3.001419, -5.605669], [-1.214591, 1.752046, -5.276549], [1.786770, 1.528422, -4.558473], [0.606051, 0.264728, -4.265771], [0.564103, 2.934636, -2.970299], [-2.060781, -1.283383, -3.789045], [-3.787059, -1.684856, -3.427257], [-2.518726, -2.915194, -3.172267], [-4.310544, -3.321955, -1.602081], [-5.812571, -3.770811, 0.338603], [-5.650379, -2.244142, 2.371423], [-4.011274, -0.382272, 2.327990], [-1.283031, -3.564407, 3.419651], [-1.399190, -3.783011, 2.033378], [-1.088636, -2.756799, 1.167432], [-0.731742, -1.511921, 1.587259], [-0.562177, -1.327448, 2.922258], [-0.821398, -2.322908, 3.851449], [-1.543655, -4.342990, 4.124244], [-1.750086, -4.721560, 1.622515], [-1.143258, -2.901764, 0.094989], [-0.207060, -0.363566, 3.251935], [-0.673401, -2.080712, 4.897248], [4.358827, 2.799498, 3.029330], [4.594684, 3.085637, 1.545292], [3.345158, 3.600698, 0.842026], [2.019742, 2.397824, 0.403859], [1.526963, 1.755694, 1.713497], [3.032801, 1.114682, -0.453342], [3.442255, -0.055369, 0.427885], [2.313046, -1.083624, 0.548327], [5.214358, 2.295144, 3.489333], [3.467273, 2.170596, 3.182808], [4.200784, 3.724237, 3.588897], [5.030080, 2.221892, 1.028246], [5.375093, 3.856135, 1.442617], [3.567999, 4.058941, -0.131879], [2.835427, 4.351756, 1.451369], [3.893126, 1.640769, -0.884291], [2.402193, 0.780198, -1.293784], [3.746129, 0.318056, 1.410328], [4.345775, -0.518479, -0.000334], [1.443509, -0.650823, 1.056767], [2.635527, -1.949787, 1.132061], [1.985694, -1.440271, -0.440076], [-1.018121, 1.409310, 2.004070], [-1.454635, 2.241133, 2.207319], [-0.005374, 1.617504, 1.918909]], "forces_ev_per_a": [[0.2, 0.8, 0.5], [0.0, -0.3, -0.1], [0.4, -0.2, 0.1], [0.3, 0.5, -0.2], [-0.6, -0.6, 0.1], [-0.4, -0.1, 0.1], [0.5, 0.3, -0.3], [-2.2, -2.2, -1.0], [2.9, 2.3, -0.1], [-0.3, 0.2, -0.2], [-1.0, 0.0, 1.8], [-0.2, 0.0, 0.3], [0.4, 0.4, 0.0], [-0.3, -0.5, -0.2], [0.6, 0.0, -0.8], [-0.9, -0.5, 0.0], [0.0, 0.0, 0.0], [0.0, 0.0, 0.1], [0.2, 0.0, 0.0], [-0.2, 0.1, -0.2], [-0.1, 0.3, -0.2], [0.0, -0.3, -0.1], [-0.2, -0.3, -0.1], [0.4, -0.1, -0.1], [0.0, 0.1, -0.1], [-0.1, 0.1, 0.2], [0.1, 0.2, 0.1], [0.0, 0.0, -0.2], [0.0, -0.2, -0.1], [0.1, 0.3, -0.7], [0.1, 0.1, 0.7], [0.2, 0.9, 0.4], [0.0, -0.6, 0.7], [-0.2, -0.6, -0.9], [-0.1, -0.2, -0.1], [0.0, 0.0, 0.0], [0.1, 0.0, 0.1], [-0.1, 0.1, 0.0], [-0.1, 0.1, -0.1], [-0.1, -0.2, 0.0], [-0.2, -0.4, 0.2], [0.4, 0.2, 0.1], [-0.1, -0.5, -0.2], [0.8, 0.1, 0.5], [0.0, 0.2, -0.5], [-0.2, 0.3, -0.3], [0.1, -0.2, 0.0], [0.0, 0.1, 0.1], [-0.1, 0.1, -0.1], [0.3, 0.2, -0.1], [0.0, 0.0, -0.1], [-0.3, 0.0, 0.1], [-0.3, -0.1, 0.1], [0.0, -0.1, 0.2], [0.0, 0.0, -0.1], [-0.2, 0.0, 0.1], [0.2, 0.1, 0.3], [-0.2, -0.1, 0.0], [-0.3, 0.1, 0.0], [0.4, -0.1, -0.2], [0.0, 0.0, -0.1], [0.1, 0.1, 0.2], [0.5, 0.0, 0.5], [0.0, 0.1, -0.1], [-0.4, 0.0, 0.0]], "nbo_charge": [1.73, -0.62, -0.23, -0.58, 0.30, -0.47, -0.48, -0.37, 0.17, -0.69, 0.16, -0.24, -0.12, -0.26, 0.07, -0.59, 0.22, 0.21, 0.22, 0.20, 0.23, 0.41, 0.27, 0.24, 0.23, 0.24, 0.24, 0.24, 0.21, -0.13, -0.24, 0.04, -0.60, 0.06, -0.25, 0.24, 0.24, 0.21, 0.23, 0.24, -0.62, -0.42, -0.58, 1.23, -1.02, -0.59, -0.42, -0.61, 0.22, 0.22, 0.21, 0.21, 0.22, 0.23, 0.24, 0.24, 0.24, 0.22, 0.22, 0.21, 0.22, 0.20, -1.08, 0.51, 0.54], "e_homo_ev": [-10.206, -10.206], "charge": 1, "lumo_ev": [-3.167, -3.167]}

No. 2
{"formula": "C10H20N7O2RuSi", "method": "wB97M-V/def2-TZVPD", "species": ["Ru", "N", "N", "C", "N", "N", "N", "O", "O", "H", "H", "H", "H", "H", "C", "C", "C", "C", "C", "C", "N", "N", "Si", "C", "C", "C", "H", "H", "H", "H", "H", "H", "H", "H", "H", "H", "H", "H", "H", "H", "H"], "xyz": [[0.181668, 0.226665, -0.741789], [0.566064, 2.356243, -1.254509], [0.741263, 2.523325, -2.652093], [0.374873, 1.518399, -3.472069], [0.323546, 1.651325, -4.766842], [0.093272, 0.387244, -2.769860], [-0.698840, -0.648857, -3.263237], [-0.918353, -0.802154, -4.417578], [-1.115771, -1.313122, -2.310387], [-0.162448, 2.996098, -0.928117], [1.435128, 2.625425, -0.785590], [1.056095, 3.424237, -2.992965], [0.503457, 2.535956, -5.227259], [0.071837, 0.860819, -5.350384], [1.421916, -3.357381, -1.373108], [1.290980, -2.765853, -0.025063], [1.628814, -3.531885, 1.143223], [1.499785, -3.010460, 2.427210], [1.023874, -1.725077, 2.601254], [0.683362, -0.999664, 1.425295], [0.854060, -1.532035, 0.156777], [0.185652, 0.215165, 1.281820], [-1.150544, 1.136910, 2.201168], [-0.836597, 2.924709, 1.859590], [-2.591028, 0.542914, 1.184296], [-1.083449, 0.676585, 3.970712], [2.393048, -3.846598, -1.474871], [1.290445, -2.624381, -2.163093], [0.666182, -4.142560, -1.488068], [2.003084, -4.537279, 0.994177], [1.773555, -3.612880, 3.284224], [0.907971, -1.271917, 3.576027], [-1.137352, 3.210365, 0.847635], [0.183554, 3.254408, 2.067475], [-1.486829, 3.503470, 2.522817], [-2.375158, 0.569437, 0.100892], [-3.441960, 1.214476, 1.327177], [-2.914672, -0.473560, 1.413003], [-0.072491, 0.798774, 4.366984], [-1.440814, -0.330453, 4.189473], [-1.727176, 1.373167, 4.515654]], "forces_ev_per_a": [[0.2, 0.3, -0.4], [-0.1, -0.1, 0.1], [0.0, 0.0, 0.0], [-0.1, 0.1, 0.1], [0.0, 0.0, 0.0], [0.2, -0.2, 0.0], [-0.3, 0.1, 0.1], [0.1, 0.0, 0.0], [0.0, 0.0, 0.0], [0.0, 0.0, 0.0], [0.0, 0.0, 0.0], [0.0, 0.0, 0.0], [0.0, 0.0, 0.0], [0.0, 0.0, 0.0], [0.0, 0.0, 0.0], [0.0, 0.0, 0.1], [0.0, 0.0, 0.0], [0.0, 0.0, -0.1], [-0.1, 0.0, -0.1], [0.1, 0.0, 0.2], [0.0, -0.1, 0.1], [-0.2, -0.1, -0.1], [0.1, 0.0, 0.0], [0.1, 0.1, 0.0], [0.0, 0.0, -0.1], [0.0, -0.1, 0.1], [0.0, 0.0, 0.0], [0.0, 0.0, 0.0], [0.0, 0.0, 0.0], [0.0, 0.0, 0.0], [0.0, 0.0, 0.0], [0.0, 0.0, 0.0], [0.0, 0.1, 0.0], [0.0, 0.0, 0.0], [0.0, 0.0, 0.0], [0.0, 0.1, 0.0], [0.0, 0.0, 0.0], [0.0, 0.0, 0.0], [0.0, 0.1, 0.1], [0.0, 0.0, 0.0], [0.0, 0.0, 0.1]], "lowdin_spin": [2.54, 0.03, 0.01, 0.01, 0.01, 0.08, 0.01, 0.03, 0.09, 0.01, 0.01, 0.00, 0.00, 0.00, 0.02, 0.11, 0.26, 0.00, 0.21, 0.10, 0.09, 0.29, 0.02, 0.00, 0.04, 0.00, 0.00, 0.00, 0.01, 0.01, 0.00, 0.01, 0.00, 0.00, 0.00, 0.01, 0.00, 0.00, 0.00, 0.00, 0.00], "spin_multiplicity": 5, "e_homo_ev": [-19.092, -20.036], "charge": 3, "lumo_ev": [-11.331, -13.351]}

No. 3
{"formula": "C3H9OPS2", "method": "wB97M-V/def2-TZVPD", "species": ["C", "C", "C", "P", "O", "S", "S", "H", "H", "H", "H", "H", "H", "H", "H", "H"], "xyz": [[-0.783905, -0.355712, 1.580399], [-0.477467, 0.545295, 0.430141], [-1.515975, 0.653416, -0.627672], [1.278052, -0.144548, -0.841502], [0.893371, -1.660823, -1.348059], [1.962654, 1.081109, -2.279974], [2.759382, -0.767946, 0.564947], [-0.081938, -0.214218, 2.500035], [-1.788073, -0.618734, 1.899111], [-0.297073, -1.354136, 1.165854], [-0.119187, 1.566811, 0.691783], [-2.098025, -0.191386, -0.819749], [-1.121423, 1.147080, -1.575886], [-2.242250, 1.480378, -0.250910], [0.437513, -1.480438, -2.193867], [3.194346, 0.313851, 1.105351]], "forces_ev_per_a": [[4.0, -3.0, 0.6], [1.9, 0.7, -1.6], [-0.7, 4.3, -0.3], [-0.2, 1.6, 1.1], [-0.3, 1.2, -0.1], [-1.1, -1.2, 1.4], [-0.7, -2.2, -0.8], [-1.5, 0.2, -1.5], [-0.2, 0.6, -0.4], [-1.4, 1.3, 1.1], [0.0, -0.8, -0.1], [-0.6, -1.6, -0.4], [-0.4, -0.9, 1.0], [0.7, -1.4, -0.6], [0.2, -0.5, 0.1], [0.1, 1.8, 0.3]], "nbo_charge": [-0.68, -0.28, -0.67, 1.20, -0.98, -0.55, -0.30, 0.23, 0.24, 0.23, 0.22, 0.21, 0.24, 0.22, 0.51, 0.15], "e_homo_ev": -8.713, "lumo_ev": 0.325, "smiles": "CC(C)[P@@](O)(=S)S"}

Asked for relative energy (zero: lowest compared OMol25 entry of this formula, charge and spin) across the records above, the calculation gives 0.0000, 0.0000, 2.2799 eV in order.